# 1
This record from the Open Molecules 2025 dataset describes a molecular structure, C43H47MnN9O4PS2 at a distorted geometry. The level of theory is the ωB97M-V functional and the def2-TZVPD basis.

Cartesian coordinates (Å):
Mn 0.43 -0.32 0.15
C 1.50 3.30 -2.36
C 2.42 3.97 -1.58
C 2.92 3.33 -0.46
C 2.48 2.04 -0.16
N 1.58 1.40 -0.91
C 1.10 2.03 -1.99
C 2.97 1.32 1.03
C 4.17 1.62 1.66
C 4.53 0.92 2.79
C 3.68 -0.07 3.27
C 2.51 -0.32 2.57
N 2.16 0.36 1.48
H 1.07 3.76 -3.25
H 2.73 4.98 -1.82
H 3.63 3.82 0.19
H 0.37 1.50 -2.57
H 4.83 2.37 1.25
H 5.46 1.13 3.30
H 3.91 -0.65 4.15
H 1.82 -1.09 2.89
N -2.07 0.44 2.68
P -0.66 1.22 3.28
C -1.12 1.41 5.05
C -2.20 2.19 5.46
C -2.50 2.29 6.81
C -1.73 1.62 7.76
C -0.65 0.85 7.35
C -0.35 0.74 6.00
C -0.81 2.95 2.72
C -0.14 3.92 3.48
C -0.09 5.24 3.06
C -0.69 5.61 1.86
C -1.33 4.65 1.08
C -1.38 3.32 1.51
C -2.06 -0.85 2.17
C -3.27 -1.55 2.19
C -3.33 -2.84 1.72
C -2.17 -3.46 1.28
C -1.02 -2.72 1.28
N -0.94 -1.43 1.67
H -2.96 0.72 3.05
H -2.79 2.73 4.73
H -3.35 2.89 7.13
H -1.98 1.70 8.81
H -0.05 0.33 8.09
H 0.49 0.14 5.67
H 0.32 3.64 4.42
H 0.41 5.98 3.66
H -0.67 6.64 1.53
H -1.79 4.93 0.14
H -1.86 2.58 0.89
H -4.16 -1.06 2.57
H -4.28 -3.38 1.71
H -2.17 -4.48 0.93
H -0.08 -3.15 0.95
C 3.23 -6.67 -1.95
C 2.08 -5.76 -1.52
N 2.49 -4.72 -0.58
C 2.75 -3.44 -0.89
S 2.74 -2.25 0.33
N 3.05 -3.17 -2.16
C 3.36 -1.85 -2.69
C 4.86 -1.57 -2.70
H 2.86 -7.43 -2.64
H 3.66 -7.17 -1.08
H 4.03 -6.11 -2.44
H 1.30 -6.34 -1.04
H 1.63 -5.27 -2.38
H 2.31 -4.87 0.40
H 3.20 -3.95 -2.78
H 2.85 -1.12 -2.08
H 2.95 -1.79 -3.70
H 5.26 -1.64 -1.69
H 5.05 -0.56 -3.08
H 5.39 -2.28 -3.34
O -1.58 1.17 -2.65
C -1.99 1.02 -1.49
O -1.32 0.54 -0.52
C -3.41 1.45 -1.22
C -4.04 1.20 -0.01
C -5.32 1.66 0.24
C -6.00 2.38 -0.74
C -5.37 2.59 -1.96
C -4.10 2.13 -2.21
N -6.09 3.33 -3.01
O -7.10 3.93 -2.69
O -5.62 3.30 -4.13
H -3.50 0.63 0.74
H -5.80 1.46 1.19
H -6.99 2.78 -0.57
H -3.63 2.30 -3.17
S -0.17 -2.40 -1.59
C 0.05 -2.26 -3.28
N 0.17 -3.39 -4.00
C 0.11 -3.39 -5.46
C 0.90 -2.20 -5.96
C 0.31 -0.94 -5.35
N 0.14 -1.10 -3.90
H -0.06 -4.24 -3.51
H -0.93 -3.32 -5.80
H 0.52 -4.32 -5.83
H 0.87 -2.14 -7.05
H 1.94 -2.31 -5.65
H -0.65 -0.71 -5.81
H 0.97 -0.09 -5.52
H -0.25 -0.28 -3.41

Values from the calculation:
strongest force on any atom: 1.04 eV Å⁻¹
expectation value of S²: 0.7964
total charge: +1
HOMO-LUMO gap (spin up / spin down): 7.99 / 8.03 eV
multiplicity: 2
lowest unoccupied orbital energy (spin up / spin down): -2.4591 / -2.4242 eV

***

# 2
This record from the Open Molecules 2025 dataset describes a molecular structure, C43H47N3OsP2S2. The level of theory is the ωB97M-V functional and the def2-TZVPD basis.

Cartesian coordinates (Å):
Os 0.94 -0.03 -0.09
S 3.09 0.26 -0.26
P 0.86 -1.11 2.00
C -0.49 -0.19 1.54
P -0.81 1.41 2.04
S 0.31 2.71 1.02
C -2.58 1.75 1.78
C -3.12 2.95 2.24
C -4.47 3.21 2.07
C -5.28 2.29 1.41
C -4.74 1.10 0.95
C -3.39 0.83 1.14
C -0.65 1.59 3.84
C -1.51 0.88 4.68
C -1.38 0.95 6.05
C -0.38 1.74 6.61
C 0.49 2.44 5.78
C 0.35 2.37 4.40
C 1.85 -0.68 3.46
C 2.92 0.20 3.35
C 3.64 0.55 4.49
C 3.30 0.02 5.72
C 2.22 -0.86 5.83
C 1.51 -1.21 4.70
C 0.46 -2.86 2.25
C -0.87 -3.27 2.26
C -1.18 -4.62 2.37
C -0.16 -5.56 2.45
C 1.17 -5.15 2.45
C 1.47 -3.81 2.36
H -2.49 3.67 2.75
H -4.89 4.14 2.43
H -6.33 2.50 1.27
H -5.37 0.38 0.44
H -2.95 -0.10 0.80
H -2.30 0.26 4.24
H -2.06 0.40 6.69
H -0.27 1.80 7.68
H 1.28 3.05 6.21
H 1.02 2.91 3.75
H 3.18 0.62 2.39
H 4.47 1.24 4.40
H 3.86 0.30 6.61
H 1.95 -1.26 6.80
H 0.67 -1.90 4.79
H -1.65 -2.52 2.17
H -2.21 -4.94 2.38
H -0.40 -6.62 2.53
H 1.96 -5.89 2.52
H 2.51 -3.49 2.35
C 2.18 0.68 -3.66
C 0.99 1.47 -3.12
C 1.48 2.76 -2.46
C 0.09 1.81 -4.31
C 0.25 0.55 -2.11
H 2.78 1.31 -4.32
H 1.84 -0.18 -4.24
H 2.82 0.32 -2.85
H 2.02 3.36 -3.19
H 2.15 2.54 -1.62
H 0.65 3.36 -2.08
H 0.65 2.40 -5.04
H -0.78 2.42 -4.02
H -0.27 0.91 -4.80
H -0.02 -0.39 -2.58
N -1.00 1.18 -1.78
C -1.89 1.90 -1.72
C -3.01 2.79 -1.65
C -2.86 4.01 -0.99
C -3.92 4.90 -1.02
C -5.10 4.57 -1.67
C -5.24 3.34 -2.31
C -4.18 2.45 -2.31
H -1.94 4.23 -0.47
H -3.83 5.86 -0.52
H -5.92 5.27 -1.68
H -6.16 3.09 -2.82
H -4.26 1.50 -2.82
C 0.85 -2.82 -3.18
C 1.02 -4.27 -3.69
N 1.35 -5.17 -2.59
C 2.56 -4.67 -1.92
C 2.32 -3.24 -1.36
N 0.97 -2.78 -1.72
C -0.02 -3.69 -1.15
C 0.25 -5.14 -1.62
H -0.13 -2.41 -3.46
H 1.61 -2.16 -3.60
H 1.81 -4.34 -4.44
H 0.10 -4.64 -4.16
H 3.37 -4.67 -2.65
H 2.82 -5.37 -1.13
H 3.04 -2.52 -1.74
H 2.40 -3.21 -0.27
H -1.01 -3.34 -1.46
H 0.02 -3.62 -0.06
H -0.63 -5.58 -2.09
H 0.52 -5.78 -0.78

Values from the calculation:
strongest force on any atom: 0.96 eV Å⁻¹
expectation value of S²: 6.0288
relative energy (zero: lowest compared OMol25 entry of this formula, charge and spin): 20.8 kcal/mol
HOMO-LUMO gap (spin up / spin down): 5.64 / 6.80 eV
multiplicity: 5
lowest unoccupied orbital energy (spin up / spin down): -0.3767 / -0.4682 eV

***

Energy (computed, Eh): -4749.10716, -3400.65798